{
  "formula": "H22O11",
  "method": "ωB97M-V with the def2-TZVPD basis set",
  "orbital_gap_ev": 10.7,
  "charge": 0,
  "smiles": "O.O.O.O.O.O.O.O.O.O.O",
  "symbols": ["O", "H", "H", "O", "H", "H", "O", "H", "H", "O", "H", "H", "O", "H", "H", "O", "H", "H", "O", "H", "H", "O", "H", "H", "O", "H", "H", "O", "H", "H", "O", "H", "H"],
  "coordinates": [[3.4618, -0.0181, -1.8188], [3.3178, 0.5552, -1.0702], [2.8606, 0.2986, -2.5074], [1.1532, -2.2205, 3.1064], [1.5634, -1.9051, 3.9299], [1.8125, -1.9671, 2.4507], [-3.4230, -2.3728, -1.6070], [-3.6562, -3.0683, -2.2153], [-2.7398, -2.4465, -0.9430], [2.4199, -0.4646, 4.8035], [1.4579, -0.3953, 4.6752], [2.6906, 0.4260, 4.5298], [-0.5588, 3.2828, -3.1805], [-1.2524, 3.9438, -2.9886], [-0.6023, 3.5973, -4.1019], [0.9475, 2.5250, -0.2438], [1.8800, 2.3975, -0.0675], [0.9507, 3.1480, -0.9936], [-1.3136, -2.9054, 1.0101], [-1.0580, -2.5577, 1.8755], [-1.7553, -3.7212, 1.2619], [-2.4389, 0.0890, 1.3208], [-3.3540, -0.2065, 1.4419], [-2.1619, -0.7432, 0.8991], [0.2253, 1.0473, 4.2901], [0.7209, 1.0741, 3.4499], [-0.6029, 0.6407, 4.0070], [1.2689, 0.0107, -4.1612], [0.9255, -0.2882, -5.0092], [0.5170, -0.0395, -3.5153], [-0.8959, 0.4746, -2.7498], [-1.4367, 0.4635, -3.5432], [-0.9238, 1.3459, -2.3356]],
  "forces_ev_per_angstrom": [[0.067, -0.092, -0.300], [-0.098, 0.183, 0.231], [-0.027, -0.188, -0.066], [-0.070, 0.073, 0.146], [0.041, -0.442, -0.476], [-0.101, -0.123, -0.090], [-1.128, 1.761, -0.079], [0.838, -0.679, 0.497], [0.376, -1.110, -0.356], [0.037, 0.318, -0.143], [0.117, 0.450, 0.497], [0.192, -0.409, 0.278], [-1.264, 1.769, -0.955], [0.070, -0.467, 1.496], [1.197, -1.108, -0.398], [-0.078, 0.457, -0.541], [0.213, -0.063, 0.133], [-0.160, -0.369, 0.316], [-0.295, 0.118, 0.291], [0.415, 0.188, -0.096], [-0.086, -0.207, -0.229], [-0.579, -1.209, -0.181], [-0.167, 0.780, 0.319], [0.812, 0.383, -0.090], [0.109, -0.194, -0.797], [-0.364, 0.224, 0.371], [-0.187, 0.099, 0.075], [-0.093, -0.142, 0.273], [0.099, -0.025, 0.162], [0.562, 0.253, -0.576], [-0.149, -0.684, 0.536], [-0.229, 0.445, 0.213], [-0.069, 0.008, -0.461]]
}

{
  "formula": "C4H4O3",
  "method": "ωB97M-V with the def2-TZVPD basis set",
  "orbital_gap_ev": 9.4,
  "charge": 0,
  "smiles": "O=C=CO.C=C=O",
  "symbols": ["C", "C", "O", "C", "O", "C", "O", "H", "H", "H", "H"],
  "coordinates": [[-1.6630, 0.1904, -0.7889], [-1.2364, -1.0329, -0.5350], [-0.8320, -2.1011, -0.3227], [1.4583, -0.5784, 1.2010], [1.4813, -1.6465, 1.6792], [1.4036, 0.6450, 0.6983], [1.3155, 0.8702, -0.6618], [-1.8815, 0.8535, 0.0392], [-1.9417, 0.4468, -1.8030], [0.3671, 0.8720, -0.8866], [1.5288, 1.4810, 1.3803]],
  "forces_ev_per_angstrom": [[-0.070, -0.150, 0.027], [0.185, -0.623, 0.103], [-0.389, 0.954, -0.211], [0.001, -0.719, 0.382], [0.055, 0.981, -0.440], [0.106, -0.091, 0.308], [-0.107, 0.006, -0.083], [0.032, -0.124, -0.081], [0.024, -0.069, 0.109], [0.194, -0.029, -0.055], [-0.030, -0.135, -0.058]]
}

{
  "formula": "C26H31I2N6O2Ru",
  "method": "ωB97M-V with the def2-TZVPD basis set",
  "orbital_gap_ev": [7.2, 6.2],
  "charge": 2,
  "spin_multiplicity": 2,
  "s_squared": 0.75,
  "symbols": ["Ru", "I", "C", "C", "C", "I", "C", "O", "C", "C", "N", "C", "C", "C", "C", "C", "C", "N", "C", "H", "H", "H", "H", "H", "H", "H", "H", "H", "H", "H", "C", "C", "N", "H", "H", "H", "N", "C", "C", "C", "N", "C", "C", "H", "H", "H", "H", "H", "H", "O", "C", "C", "C", "C", "C", "C", "N", "H", "H", "H", "H", "H", "H", "H", "H", "H", "H", "H"],
  "coordinates": [[-0.5219, 0.5868, 0.1566], [-0.5306, 7.7275, 0.4652], [-0.7351, 5.7505, -0.1571], [0.0661, 5.2650, -1.1813], [-0.0371, 3.9372, -1.5808], [1.1365, 3.2044, -3.1314], [-0.9496, 3.0999, -0.9535], [-1.0750, 1.7918, -1.2632], [-1.7855, 3.6089, 0.0486], [-2.7506, 2.6299, 0.6430], [-1.9862, 1.5391, 1.3262], [-2.8373, 0.5386, 1.9891], [-1.9228, -0.4992, 2.5751], [-2.1423, -1.1117, 3.7931], [-1.2589, -2.0920, 4.2248], [-0.1844, -2.4297, 3.4179], [-0.0221, -1.7624, 2.2182], [-0.8647, -0.8130, 1.8006], [-1.6721, 4.9262, 0.4570], [0.7761, 5.9185, -1.6696], [-3.3535, 2.1543, -0.1316], [-3.4087, 3.1110, 1.3689], [-1.4297, 2.0008, 2.0442], [-3.4662, 0.0862, 1.2181], [-3.4903, 0.9814, 2.7426], [-2.9974, -0.8280, 4.3911], [-1.4087, -2.5817, 5.1775], [0.5240, -3.1915, 3.7097], [0.8142, -1.9906, 1.5688], [-2.3159, 5.3182, 1.2347], [2.6621, 2.9569, 2.6612], [1.6364, 2.2183, 1.9456], [0.8210, 1.6425, 1.3853], [2.9730, 3.8096, 2.0582], [3.5183, 2.3093, 2.8447], [2.2644, 3.3114, 3.6109], [-3.5846, -3.1890, -3.8081], [-2.9435, -2.3949, -2.9370], [-2.0326, -1.4113, -3.3598], [-1.4072, -0.6136, -2.4394], [-1.6036, -0.7210, -1.1085], [-2.4680, -1.6690, -0.6993], [-3.1417, -2.5060, -1.5474], [-3.4631, -3.0765, -4.7991], [-4.2570, -3.8680, -3.4985], [-1.8260, -1.2622, -4.4110], [-0.7229, 0.1579, -2.7593], [-2.6249, -1.7620, 0.3653], [-3.8259, -3.2375, -1.1394], [1.1328, 0.0309, -0.9870], [1.8999, -0.9015, -1.3150], [3.2625, -0.5934, -1.8645], [4.4238, -1.1101, -0.9697], [4.0189, -2.0979, 0.1257], [3.4999, -3.4409, -0.3898], [2.4503, -3.2891, -1.4921], [1.5327, -2.1766, -1.2308], [3.3117, 0.4853, -1.9909], [3.3200, -1.0378, -2.8603], [4.8989, -0.2494, -0.5000], [5.1823, -1.5652, -1.6079], [3.2584, -1.6334, 0.7655], [4.8768, -2.2786, 0.7738], [3.0905, -4.0164, 0.4432], [4.3252, -4.0286, -0.7961], [1.8510, -4.1904, -1.6009], [2.9269, -3.1152, -2.4565], [0.5928, -2.3628, -0.9132]],
  "forces_ev_per_angstrom": [[-0.672, -0.831, -0.411], [-0.008, -0.021, -0.012], [-0.015, 0.037, 0.039], [0.022, -0.014, -0.023], [-0.038, 0.039, 0.039], [0.036, -0.024, 0.016], [-0.224, 0.040, 0.175], [0.781, 0.341, 0.184], [0.081, -0.103, -0.101], [-0.016, -0.039, 0.024], [-0.073, 0.016, 0.005], [0.059, -0.043, -0.022], [-0.073, -0.064, -0.093], [-0.035, -0.094, -0.021], [-0.001, 0.014, -0.016], [-0.061, 0.000, -0.009], [0.107, -0.058, -0.017], [0.396, 0.371, 0.069], [0.002, 0.034, -0.039], [-0.003, -0.003, -0.006], [-0.014, 0.001, 0.000], [-0.010, -0.010, -0.003], [-0.031, 0.011, 0.036], [-0.059, 0.039, 0.047], [0.038, 0.028, 0.020], [0.006, 0.005, 0.008], [-0.006, -0.006, -0.004], [0.001, 0.002, 0.003], [0.027, 0.066, -0.032], [-0.002, -0.011, 0.002], [0.012, 0.019, -0.029], [-0.059, -0.002, 0.045], [-0.037, 0.181, -0.394], [0.000, 0.000, 0.001], [-0.001, 0.003, -0.001], [-0.005, -0.001, -0.002], [0.016, 0.006, 0.010], [-0.022, -0.016, -0.012], [0.026, 0.020, -0.007], [0.008, 0.000, -0.017], [-0.109, 0.111, 0.275], [-0.004, -0.007, -0.050], [-0.005, -0.014, 0.022], [-0.003, 0.002, -0.004], [-0.006, 0.001, 0.001], [-0.003, -0.007, -0.002], [-0.001, 0.025, 0.010], [0.025, -0.023, -0.005], [0.000, -0.005, -0.008], [0.178, 0.193, 0.394], [-0.202, -0.229, -0.155], [-0.013, 0.002, 0.016], [-0.002, 0.005, -0.004], [-0.012, -0.017, -0.015], [0.013, 0.006, -0.017], [-0.021, 0.009, -0.040], [0.026, 0.009, 0.096], [0.002, -0.002, -0.002], [0.002, 0.001, -0.002], [-0.004, -0.004, 0.006], [0.003, 0.001, 0.003], [0.017, 0.015, 0.013], [0.002, 0.002, -0.004], [-0.011, 0.005, 0.002], [0.000, -0.004, 0.009], [0.005, -0.004, 0.016], [0.005, -0.002, -0.002], [-0.037, -0.006, -0.006]]
}

{
  "formula": "C4H13N2O2",
  "method": "ωB97M-V with the def2-TZVPD basis set",
  "orbital_gap_ev": 7.7,
  "charge": -1,
  "symbols": ["N", "C", "C", "C", "O", "C", "N", "H", "H", "H", "H", "H", "H", "H", "H", "H", "H", "H", "H", "H", "O"],
  "coordinates": [[-0.0813, 2.3786, 0.2226], [0.2539, 0.9252, -0.1881], [-0.5655, -0.1368, 0.5998], [0.2403, -0.4438, 1.8387], [0.0577, -1.8304, 2.0616], [-0.3178, 1.0843, -1.5690], [0.2133, 0.0575, -2.5272], [0.6029, 3.2142, 0.3517], [-0.6596, 2.4673, 1.0567], [1.3855, 0.8133, -0.0469], [-1.5273, 0.1905, 1.0374], [-0.8872, -0.9882, 0.0558], [1.3955, -0.3871, 1.6839], [0.0701, 0.1882, 2.6946], [-1.3793, 1.1733, -1.5486], [0.0178, 1.9361, -2.0948], [1.2245, -0.0932, -2.3390], [-0.3318, -0.7185, -2.3614], [0.1025, -4.0609, -0.0058], [0.0280, -2.5856, 1.0989], [0.1578, -3.1838, -0.0209]],
  "forces_ev_per_angstrom": [[0.390, 2.053, 2.133], [-1.146, 2.740, 0.319], [0.946, 3.060, 1.483], [2.489, -4.219, -1.127], [-0.646, -0.115, 1.338], [3.030, -1.721, -2.214], [0.526, 1.904, -0.130], [-0.788, -2.750, -0.666], [0.135, -0.539, -0.116], [-1.686, -0.372, -0.730], [0.121, 0.847, -0.684], [0.749, -1.021, -0.754], [-1.397, 0.735, -0.255], [-0.658, 0.244, 0.544], [-0.839, -0.494, 0.047], [0.383, 1.710, 0.304], [-1.372, -0.241, 0.012], [-0.514, -2.807, 0.251], [-0.387, -5.557, 0.307], [0.567, 0.548, -0.451], [0.098, 5.995, 0.388]]
}

{
  "formula": "C4H10NS",
  "method": "ωB97M-V with the def2-TZVPD basis set",
  "orbital_gap_ev": 9.9,
  "charge": 1,
  "symbols": ["C", "C", "C", "C", "N", "S", "H", "H", "H", "H", "H", "H", "H", "H", "H", "H"],
  "coordinates": [[1.5529, -0.8336, 0.8154], [1.6250, -1.1183, -0.6935], [-1.5442, 1.5840, 0.0685], [-1.1977, 0.2339, -0.5115], [0.9008, 0.0931, -0.1500], [-1.6342, -1.2485, 0.1816], [1.0132, -1.3926, 1.6167], [2.5178, -0.5074, 1.1207], [2.6658, -1.1714, -1.0419], [0.9131, -1.9066, -1.1672], [-2.2887, 1.4236, 0.9109], [-1.9935, 2.2683, -0.7572], [-0.6040, 1.9678, 0.5210], [-0.7365, 0.2678, -1.5654], [1.3577, 0.9735, -0.2406], [-2.5476, -0.6336, 0.8925]],
  "forces_ev_per_angstrom": [[-0.596, -0.625, -1.263], [-1.759, -1.464, 1.354], [-1.359, -0.164, -0.067], [2.942, 0.643, -1.725], [0.544, -1.727, 0.149], [-0.349, -0.034, -0.906], [-0.071, 0.560, -1.184], [0.470, 0.483, 0.602], [-0.745, 0.813, -0.373], [1.314, 1.577, 0.935], [0.839, 0.546, -1.006], [0.979, -1.067, 1.577], [-0.802, 0.198, -0.458], [-1.395, -0.426, 1.623], [0.586, 0.710, -0.200], [-0.597, -0.025, 0.943]]
}

{
  "formula": "C5H12O",
  "method": "ωB97M-V with the def2-TZVPD basis set",
  "orbital_gap_ev": 11.1,
  "charge": 0,
  "smiles": "C=CC.CCO",
  "symbols": ["C", "C", "C", "O", "C", "C", "H", "H", "H", "H", "H", "H", "H", "H", "H", "H", "H", "H"],
  "coordinates": [[-0.8589, 2.4483, 0.7385], [-1.2948, 1.0383, 1.0038], [-2.2247, 0.3934, 0.2999], [0.7164, -0.1805, -0.9964], [0.8760, -1.5004, -0.5197], [2.3241, -1.8827, -0.7499], [0.2115, 2.4991, 0.5074], [-1.0338, 3.0696, 1.6241], [-1.4158, 2.8797, -0.0994], [-0.8028, 0.5250, 1.8317], [-0.1508, 0.1283, -0.7002], [-2.5307, -0.6212, 0.5413], [-2.7190, 0.8707, -0.5450], [0.2079, -2.2016, -1.0481], [0.6292, -1.5685, 0.5535], [2.5317, -2.9073, -0.4256], [2.9754, -1.1958, -0.2008], [2.5592, -1.7944, -1.8151]],
  "forces_ev_per_angstrom": [[-0.022, 0.051, -0.027], [-0.194, -0.078, -0.051], [0.062, 0.090, 0.110], [-0.201, 0.138, -0.004], [0.127, -0.390, 0.114], [0.056, -0.011, -0.014], [-0.145, -0.044, 0.055], [0.054, -0.058, -0.116], [0.089, -0.057, 0.119], [-0.112, 0.075, -0.108], [0.093, 0.006, -0.102], [0.105, 0.131, -0.034], [0.035, -0.045, 0.149], [0.106, 0.164, 0.049], [0.053, 0.058, -0.178], [-0.058, 0.136, -0.032], [-0.046, -0.121, -0.068], [-0.001, -0.043, 0.139]]
}

Which strongest force on any atom belongs to each record? In order, 2.37 1.08 1.14 6.01 3.47 0.43 eV/A.